(1)
Here is C33H55AsCuN8O4PSe2Si2 as an isolated structure at a distorted geometry from OMol25. Energies are from ωB97M-V/def2-TZVPD.

```
107
Properties=species:S:1:pos:R:3:lowdin_charge:R:1
Cu 1.078 0.700 -0.272 0.19
C 2.801 5.021 -2.935 -0.05
N 1.915 3.885 -2.830 -0.12
C 1.565 3.088 -3.887 -0.05
C 0.956 1.987 -3.364 -0.13
N 0.933 2.088 -2.007 0.03
C 1.536 3.227 -1.699 -0.47
P 1.737 3.958 -0.052 1.17
C 0.313 3.187 0.799 -0.45
N -0.239 2.014 0.552 0.01
C -1.268 1.870 1.438 -0.15
C -1.349 2.984 2.218 -0.06
N -0.331 3.811 1.812 -0.11
C 0.064 5.050 2.453 -0.04
C 3.003 2.959 0.786 -0.49
N 2.714 2.012 1.659 0.07
C 3.919 1.503 2.053 -0.12
C 4.932 2.155 1.415 -0.05
N 4.347 3.116 0.640 -0.12
C 5.025 3.897 -0.375 -0.04
H 2.538 5.601 -3.818 0.09
H 3.835 4.682 -3.009 0.09
H 2.689 5.656 -2.058 0.06
H 1.825 3.349 -4.899 0.12
H 0.597 1.103 -3.862 0.08
H -1.855 0.965 1.479 0.10
H -1.997 3.242 3.037 0.12
H -0.708 5.328 3.166 0.09
H 0.174 5.840 1.713 0.07
H 1.008 4.914 2.981 0.09
H 3.987 0.675 2.739 0.08
H 5.999 2.008 1.418 0.12
H 6.055 4.055 -0.060 0.09
H 4.543 4.872 -0.458 0.07
H 4.982 3.355 -1.320 0.06
C -4.331 -0.565 -3.922 -0.11
C -3.580 0.749 -4.105 -0.25
C -3.572 1.645 -2.863 -0.18
C -2.515 1.305 -1.815 -0.17
N -2.758 0.058 -1.109 -0.02
C -2.056 -1.109 -1.284 -0.71
Se -0.669 -1.357 -2.424 0.78
N -2.551 -2.000 -0.374 -0.02
C -2.073 -3.356 -0.148 -0.18
C -3.075 -4.405 -0.621 -0.19
C -3.198 -4.514 -2.140 -0.26
C -1.937 -5.048 -2.811 -0.11
C -3.526 -1.396 0.396 -0.16
C -4.254 -1.846 1.485 -0.01
C -5.140 -0.951 2.075 -0.10
C -5.288 0.347 1.592 -0.10
C -4.550 0.803 0.505 -0.02
C -3.666 -0.089 -0.079 -0.18
H -4.344 -1.141 -4.849 0.07
H -5.368 -0.383 -3.625 0.07
H -3.867 -1.195 -3.165 0.04
H -4.041 1.304 -4.926 0.10
H -2.549 0.542 -4.404 0.09
H -4.568 1.638 -2.404 0.10
H -3.382 2.680 -3.162 0.11
H -2.457 2.097 -1.063 0.11
H -1.527 1.214 -2.265 0.06
H -1.860 -3.444 0.919 0.10
H -1.119 -3.436 -0.665 0.06
H -4.054 -4.186 -0.184 0.10
H -2.764 -5.373 -0.214 0.11
H -3.451 -3.532 -2.552 0.09
H -4.042 -5.170 -2.373 0.10
H -1.128 -4.318 -2.785 0.02
H -2.123 -5.293 -3.858 0.07
H -1.589 -5.958 -2.313 0.07
H -4.123 -2.848 1.873 0.11
H -5.720 -1.270 2.931 0.10
H -5.987 1.016 2.077 0.09
H -4.650 1.817 0.142 0.11
O 2.952 -0.095 -3.579 -0.50
Se 3.622 0.028 -2.104 0.74
O 3.907 1.599 -1.717 -0.49
O 2.449 -0.509 -0.982 -0.64
O 4.909 -0.925 -1.859 -0.49
C 2.547 -1.346 4.428 -0.22
Si 0.863 -1.037 3.623 0.20
C 0.334 0.682 4.190 -0.24
C -0.332 -2.254 4.446 -0.25
As 0.594 -1.270 1.321 0.85
Si 2.339 -2.775 0.882 0.24
C 2.006 -4.224 2.076 -0.25
C 2.291 -3.526 -0.836 -0.21
C 4.068 -2.144 1.241 -0.20
H 2.373 -1.543 5.492 0.02
H 3.200 -0.476 4.355 0.01
H 3.080 -2.200 4.011 0.00
H 0.444 0.764 5.277 0.02
H -0.711 0.864 3.936 0.00
H 0.939 1.454 3.707 0.00
H -0.332 -2.111 5.532 0.02
H -0.061 -3.292 4.237 0.01
H -1.348 -2.096 4.074 0.01
H 0.997 -4.627 1.944 0.01
H 2.111 -3.943 3.127 -0.01
H 2.720 -5.030 1.873 0.02
H 1.278 -3.629 -1.227 -0.01
H 2.752 -4.519 -0.783 0.03
H 2.852 -2.906 -1.535 0.02
H 4.152 -1.695 2.232 -0.01
H 4.369 -1.418 0.485 0.00
H 4.765 -2.990 1.186 0.03
```

The LUMO energy (spin up / spin down) comes out at 2.1 / 2.1 eV. The value obtained for the HOMO-LUMO gap (spin up / spin down) is 0.223 / 0.230 Eh. The energy above the lowest of the compared OMol25 structures with the same formula, charge and spin is 19.81 kcal/mol. For the HOMO energy (spin up / spin down), the calculation gives -0.1454 / -0.1517 Eh. The spin multiplicity is 2. The net charge is -1.

(2)
Here is C3H7Br2NO as an isolated structure at a distorted geometry from OMol25. Energies are from ωB97M-V/def2-TZVPD.

```
14
Properties=species:S:1:pos:R:3:lowdin_charge:R:1
C 0.114 -0.690 1.295 -0.06
C -0.292 0.474 -1.005 -0.29
C -0.774 0.357 0.466 -0.54
N -2.184 -0.027 0.640 -0.97
O 1.059 0.924 -1.160 -0.08
Br -3.325 1.313 0.068 0.66
Br -2.668 -1.606 -0.249 0.66
H -0.432 -1.648 0.915 0.04
H 0.059 -0.539 2.420 0.09
H 1.198 -0.655 1.075 0.07
H -0.401 -0.396 -1.689 0.11
H -0.726 1.345 -1.517 0.10
H -0.696 1.453 0.756 0.13
H 1.565 0.254 -1.611 0.08
```

The LUMO energy comes out at -0.2 eV. The value obtained for the HOMO-LUMO gap is 0.329 Eh. The energy above the lowest of the compared OMol25 structures with the same formula, charge and spin is 78.70 kcal/mol. For the HOMO energy, the calculation gives -0.3371 Eh. The spin multiplicity is 1.

(3)
Here is a 7-piece molecular cluster, C22H42Cl2FN5O5 overall at a distorted geometry from OMol25. Energies are from ωB97M-V/def2-TZVPD.

```
77
Properties=species:S:1:pos:R:3:lowdin_charge:R:1
C 5.050 0.188 3.459 -0.01
C 4.457 -1.037 2.829 -0.60
O 4.422 -2.119 3.395 0.03
N 3.820 -0.797 1.684 0.02
C 2.970 -1.789 0.914 -0.04
H 5.127 0.063 4.539 0.08
H 4.400 1.047 3.295 0.07
H 6.052 0.360 3.066 0.08
H 4.077 0.062 1.217 0.07
H 2.592 -1.245 0.048 0.03
H 2.178 -1.959 1.643 0.07
H 3.348 -2.781 0.667 0.08
C 5.833 2.874 -0.943 0.01
C 4.432 2.600 -0.351 -0.51
O 3.926 1.456 -0.252 -0.02
N 3.819 3.680 0.154 0.02
C 2.463 3.713 0.775 -0.05
H 6.218 3.838 -0.610 0.07
H 5.693 2.845 -2.023 0.08
H 6.439 2.011 -0.665 0.08
H 4.324 4.547 0.045 0.13
H 1.902 4.647 0.751 0.08
H 2.614 3.554 1.843 0.08
H 1.765 3.001 0.336 0.05
C -2.600 -6.558 -3.232 0.00
C -1.895 -5.556 -2.264 -0.55
O -2.522 -5.131 -1.282 0.01
N -0.671 -5.148 -2.604 0.02
C 0.129 -4.384 -1.599 -0.05
H -2.189 -6.585 -4.241 0.06
H -3.676 -6.429 -3.352 0.08
H -2.409 -7.544 -2.808 0.08
H -0.308 -5.406 -3.510 0.13
H 0.034 -3.336 -1.883 0.03
H 1.203 -4.569 -1.623 0.08
H -0.196 -4.493 -0.565 0.09
C -0.693 -1.252 5.567 0.00
C -1.559 -1.341 4.346 -0.55
O -1.056 -1.812 3.319 0.02
N -2.819 -0.913 4.519 0.00
C -3.807 -1.081 3.495 -0.07
H 0.305 -1.552 5.247 0.09
H -1.073 -1.911 6.347 0.09
H -0.599 -0.219 5.903 0.08
H -3.241 -0.648 5.397 0.14
H -3.664 -2.084 3.093 0.09
H -3.747 -0.331 2.707 0.08
H -4.774 -1.110 3.997 0.09
C -4.125 0.172 -1.704 0.01
C -3.466 -0.222 -3.051 -0.58
O -4.080 0.031 -4.081 0.02
N -2.247 -0.676 -2.967 0.01
C -1.322 -0.741 -4.117 -0.05
H -4.146 1.259 -1.622 0.07
H -3.599 -0.368 -0.917 0.07
H -5.199 -0.008 -1.654 0.08
H -1.814 -0.834 -2.068 0.02
H -1.682 -0.391 -5.085 0.09
H -0.759 -1.674 -4.092 0.07
H -0.534 -0.002 -3.971 0.07
C -0.350 -0.092 1.033 -0.96
Cl 0.020 -0.641 -0.674 0.58
Cl -0.617 1.598 1.233 0.63
H -1.224 -0.694 1.284 0.01
H 0.441 -0.406 1.715 0.02
F -3.460 6.109 -0.285 0.05
C -2.655 5.301 -1.023 -0.29
C -2.589 3.959 -0.756 -0.04
C -1.699 3.104 -1.393 -0.12
C -0.774 3.734 -2.222 -0.10
C -0.864 5.080 -2.568 -0.07
C -1.937 5.846 -2.048 -0.01
H -3.300 3.495 -0.089 0.11
H -1.733 2.025 -1.352 0.06
H -0.024 3.179 -2.766 0.10
H -0.193 5.632 -3.209 0.10
H -2.164 6.861 -2.338 0.12
```

The LUMO energy comes out at 0.4 eV. The value obtained for the HOMO-LUMO gap is 0.346 Eh. As for the structure (SMILES): Fc1ccccc1.CNC(C)=O.CNC(C)=O.CNC(C)=O.CNC(C)=O.CNC(C)=O.ClCCl. For the HOMO energy, the calculation gives -0.3324 Eh. The spin multiplicity is 1.

(4)
Here is C17H33OTl as an isolated structure at a distorted geometry from OMol25. Energies are from ωB97M-V/def2-TZVPD.

```
52
Properties=species:S:1:pos:R:3:lowdin_charge:R:1
C 1.472 2.401 -1.792 -0.32
H 2.436 2.853 -2.049 0.04
H 1.284 1.437 -2.264 -0.04
H 2.415 1.008 2.919 0.04
C 0.291 3.337 -1.772 -0.39
H -0.566 2.844 -2.261 0.09
H -0.047 3.551 -0.740 0.07
C 0.602 4.681 -2.446 -0.10
H -0.263 5.350 -2.390 0.08
H 1.449 5.171 -1.954 0.08
H 0.862 4.536 -3.500 0.08
C -0.960 -1.873 -0.115 -0.15
C -1.626 -1.095 -1.094 -0.12
C -0.682 -0.751 -2.096 -0.10
C 0.575 -1.289 -1.716 -0.13
C 0.401 -1.989 -0.492 -0.14
C 1.428 -2.788 0.212 0.01
C 1.824 -1.189 -2.498 0.01
C -0.952 -0.004 -3.340 0.03
C -3.066 -0.767 -1.090 0.02
C -1.608 -2.521 1.048 0.01
Tl 1.930 1.668 0.511 1.04
H 2.599 -1.846 -2.084 0.09
H 1.652 -1.478 -3.547 0.12
H 2.233 -0.168 -2.505 0.09
H 2.424 -2.613 -0.210 0.09
H 1.463 -2.543 1.285 0.08
H 1.217 -3.869 0.129 0.13
H -2.301 -1.833 1.557 0.09
H -2.196 -3.403 0.739 0.13
H -0.864 -2.864 1.779 0.09
H -3.296 -0.006 -1.843 0.09
H -3.688 -1.649 -1.306 0.13
H -3.384 -0.380 -0.112 0.10
H -0.626 1.045 -3.271 0.09
H -0.426 -0.461 -4.192 0.12
H -2.026 -0.009 -3.563 0.10
C 1.821 0.318 3.632 -0.13
C 0.430 -0.060 3.126 -0.22
O -0.003 0.962 2.219 -0.36
C -1.418 1.153 2.009 -0.22
C -2.274 0.981 3.247 -0.06
H 2.585 -0.439 3.281 0.20
H 1.986 -0.154 4.641 0.19
H 1.802 1.282 4.241 0.22
H 0.466 -1.028 2.593 0.11
H -0.286 -0.134 3.956 0.13
H -1.504 2.174 1.610 0.14
H -1.739 0.467 1.210 0.09
H -1.846 1.464 4.131 0.10
H -3.244 1.448 3.055 0.10
H -2.465 -0.073 3.471 0.08
```

The LUMO energy (spin up / spin down) comes out at -8.8 / -8.7 eV. The value obtained for the HOMO-LUMO gap (spin up / spin down) is 0.142 / 0.142 Eh. The energy above the lowest of the compared OMol25 structures with the same formula, charge and spin is 0.00 kcal/mol. For the HOMO energy (spin up / spin down), the calculation gives -0.4647 / -0.4624 Eh. The spin multiplicity is 1. The net charge is +2.